(1)
Computed, not measured: a 5-piece molecular cluster, C30H75N5O10 overall in a non-equilibrium geometry, with ωB97M-V/def2-TZVPD.

Each line ends with the Löwdin charge.
Atoms and positions in Å:
1 C -9.054 0.780 -2.008  -0.129
2 O -7.696 0.515 -1.854  -0.181
3 C -7.082 0.072 -3.053  -0.216
4 C -5.683 -0.482 -2.863  -0.209
5 N -5.550 -1.747 -2.136  -0.050
6 C -6.068 -1.732 -0.758  -0.197
7 C -5.761 -3.066 -0.100  -0.227
8 O -6.311 -4.055 -0.955  -0.205
9 C -5.807 -5.345 -0.689  -0.116
10 H -9.500 0.890 -1.023  0.090
11 H -9.648 0.048 -2.575  0.072
12 H -9.290 1.689 -2.583  0.088
13 H -7.047 0.911 -3.756  0.115
14 H -7.689 -0.720 -3.512  0.109
15 H -5.126 0.288 -2.317  0.121
16 H -5.148 -0.643 -3.798  0.081
17 H -6.030 -2.479 -2.645  0.093
18 H -7.153 -1.606 -0.799  0.110
19 H -5.670 -0.882 -0.206  0.125
20 H -6.222 -3.145 0.892  0.122
21 H -4.686 -3.213 0.055  0.121
22 H -4.800 -5.460 -1.099  0.089
23 H -6.411 -6.057 -1.254  0.083
24 H -5.855 -5.641 0.360  0.087
25 C -15.766 -4.558 -7.262  -0.100
26 O -15.134 -3.964 -8.384  -0.175
27 C -13.897 -3.374 -8.103  -0.225
28 C -12.712 -4.321 -7.798  -0.212
29 N -12.594 -5.448 -8.745  -0.022
30 C -11.283 -6.028 -8.438  -0.210
31 C -11.249 -6.810 -7.129  -0.219
32 O -12.276 -7.816 -7.074  -0.197
33 C -12.575 -8.205 -5.749  -0.114
34 H -15.895 -3.811 -6.475  0.079
35 H -15.323 -5.461 -6.827  0.079
36 H -16.706 -4.894 -7.701  0.092
37 H -14.005 -2.684 -7.256  0.089
38 H -13.567 -2.762 -8.945  0.122
39 H -12.930 -4.697 -6.788  0.108
40 H -11.788 -3.761 -7.682  0.101
41 H -13.311 -6.108 -8.459  0.098
42 H -10.544 -5.230 -8.400  0.111
43 H -10.962 -6.710 -9.233  0.114
44 H -11.291 -6.112 -6.292  0.092
45 H -10.364 -7.455 -7.083  0.126
46 H -11.779 -7.947 -5.047  0.081
47 H -12.759 -9.278 -5.773  0.086
48 H -13.469 -7.712 -5.348  0.082
49 C -25.892 -2.712 3.016  -0.140
50 O -24.980 -3.026 1.996  -0.164
51 C -25.105 -2.128 0.911  -0.235
52 C -24.406 -2.695 -0.318  -0.196
53 N -23.015 -2.293 -0.465  -0.057
54 C -22.712 -0.885 -0.428  -0.207
55 C -21.189 -0.743 -0.509  -0.234
56 O -20.671 -1.522 -1.578  -0.173
57 C -19.275 -1.439 -1.548  -0.142
58 H -25.816 -3.453 3.817  0.084
59 H -26.965 -2.598 2.845  0.087
60 H -25.548 -1.811 3.544  0.085
61 H -24.775 -1.124 1.192  0.109
62 H -26.144 -1.996 0.584  0.118
63 H -25.083 -2.580 -1.178  0.107
64 H -24.429 -3.788 -0.263  0.121
65 H -22.382 -2.901 -0.944  0.106
66 H -22.990 -0.378 0.492  0.110
67 H -23.050 -0.386 -1.348  0.122
68 H -20.740 -1.072 0.433  0.125
69 H -20.977 0.320 -0.666  0.122
70 H -18.928 -0.398 -1.532  0.084
71 H -18.735 -1.886 -2.383  0.079
72 H -18.790 -1.885 -0.670  0.091
73 C -4.626 2.699 -5.084  -0.097
74 O -3.323 2.509 -5.626  -0.185
75 C -2.439 1.977 -4.663  -0.228
76 C -2.000 0.572 -5.086  -0.213
77 N -3.152 -0.276 -5.333  -0.068
78 C -2.797 -1.689 -5.536  -0.195
79 C -4.015 -2.517 -5.876  -0.246
80 O -4.569 -2.076 -7.092  -0.178
81 C -5.722 -2.810 -7.457  -0.104
82 H -5.348 3.033 -5.826  0.088
83 H -4.525 3.478 -4.325  0.092
84 H -5.015 1.773 -4.657  0.058
85 H -2.909 1.918 -3.677  0.114
86 H -1.531 2.576 -4.573  0.119
87 H -1.347 0.109 -4.342  0.119
88 H -1.398 0.712 -5.996  0.119
89 H -3.657 0.131 -6.114  0.111
90 H -2.407 -1.885 -4.534  0.123
91 H -2.049 -1.879 -6.318  0.121
92 H -4.708 -2.482 -5.023  0.109
93 H -3.729 -3.570 -6.006  0.124
94 H -5.768 -3.798 -6.984  0.080
95 H -5.723 -2.963 -8.532  0.089
96 H -6.609 -2.302 -7.067  0.077
97 C -9.147 -4.343 -4.966  -0.108
98 O -10.312 -3.583 -5.221  -0.182
99 C -10.030 -2.190 -5.068  -0.239
100 C -10.962 -1.272 -5.776  -0.228
101 N -12.328 -1.409 -5.327  -0.048
102 C -13.171 -0.298 -5.745  -0.203
103 C -14.546 -0.535 -5.178  -0.232
104 O -14.477 -0.453 -3.760  -0.189
105 C -15.698 -0.746 -3.132  -0.131
106 H -9.463 -5.390 -4.916  0.079
107 H -8.799 -4.290 -3.923  0.090
108 H -8.355 -4.132 -5.683  0.082
109 H -9.054 -2.019 -5.546  0.109
110 H -9.877 -1.912 -4.020  0.112
111 H -10.911 -1.476 -6.855  0.122
112 H -10.562 -0.250 -5.669  0.121
113 H -12.409 -1.745 -4.383  0.118
114 H -13.255 -0.184 -6.826  0.123
115 H -12.771 0.626 -5.305  0.121
116 H -14.952 -1.518 -5.454  0.107
117 H -15.324 0.166 -5.516  0.126
118 H -16.523 -0.148 -3.548  0.084
119 H -15.543 -0.424 -2.104  0.091
120 H -16.094 -1.766 -3.203  0.085

- Strongest force on any atom: 0.0501 hartree/bohr
- Highest occupied orbital energy: -8.27 eV
- SMILES: COCCNCCOC.COCCNCCOC.COCCNCCOC.COCCNCCOC.COCCNCCOC

(2)
Computed, not measured: one molecule with the formula C3H4N2O in a non-equilibrium geometry, with ωB97M-V/def2-TZVPD.

Each line ends with the Löwdin charge.
Atoms and positions in Å:
1 C -1.459 0.119 0.076  -0.012
2 C 0.010 -0.067 -0.166  -0.377
3 N 0.437 -0.646 -1.228  0.131
4 O 1.838 -0.752 -1.050  -0.083
5 C 2.245 -0.277 0.109  -0.103
6 N 1.095 0.159 0.705  0.066
7 H -2.011 -0.174 -0.823  0.086
8 H -1.807 -0.516 0.899  0.086
9 H -1.711 1.154 0.313  0.079
10 H 1.361 1.007 1.183  0.128

- Strongest force on any atom: 0.0266 hartree/bohr
- Highest occupied orbital energy: -9.66 eV

(3)
Computed, not measured: a 2-piece molecular cluster, C5H12N2O overall in a non-equilibrium geometry, with ωB97M-V/def2-TZVPD.

Each line ends with the Löwdin charge.
Atoms and positions in Å:
1 C -1.852 -0.828 1.486  -0.093
2 C -1.496 0.267 0.558  -0.277
3 C 2.257 -0.314 0.740  -0.124
4 C 1.687 -1.139 -1.623  -0.156
5 C 1.620 -0.072 -0.605  -0.219
6 N -3.194 1.435 -0.797  0.033
7 N -2.174 1.409 0.198  -0.049
8 O -1.878 -0.961 0.072  -0.031
9 H -0.921 -1.207 1.893  0.086
10 H -2.787 -1.031 1.969  0.102
11 H 1.547 -0.708 1.421  0.039
12 H 2.792 0.500 1.142  0.050
13 H 2.963 -1.161 0.608  0.076
14 H 2.586 -1.745 -1.472  0.063
15 H 1.536 -0.759 -2.665  0.076
16 H 0.778 -1.821 -1.437  0.094
17 H 0.908 0.821 -0.765  0.096
18 H -3.819 0.631 -0.770  0.083
19 H -2.772 1.581 -1.721  0.083
20 H -1.792 2.168 0.584  0.068

- Strongest force on any atom: 0.1053 hartree/bohr
- Highest occupied orbital energy (spin up / spin down): -7.06 / -7.07 eV

Look up the strongest force on any atom of the second one.
0.0266 hartree/bohr

Number 1 is which compound?
C30H75N5O10